Record 1
106
Properties=species:S:1:pos:R:3:forces:R:3:mulliken_charge:R:1 method="wB97M-V/def2-TZVPD" total_charge=-1 orbital_gap_ha=0.225 homo_energy_ha=-0.1655
C 4.26433 -6.60594 -0.53935 -1.159 0.627 -0.830 -1.00
C 3.41036 -5.27241 0.01636 -0.775 -2.642 2.867 0.56
N 2.77438 -5.52790 1.21844 2.156 2.087 -5.009 -0.87
C 3.35447 -3.97928 -0.91899 -1.520 -3.403 -1.136 0.26
P 3.84372 -2.26894 -0.27092 0.096 -0.129 1.112 0.03
I 5.63182 -2.54847 -2.01658 1.748 0.725 -1.857 -0.22
C 4.64950 -0.59248 0.03277 1.165 1.716 0.893 -0.30
C 4.51174 0.63233 -0.96243 0.156 3.458 2.443 -0.71
O 4.30674 0.49615 -2.38372 2.532 2.864 -1.944 -0.03
C 4.94525 1.71591 -2.98088 -3.941 5.071 1.905 0.12
O 4.39019 2.94020 -2.79870 3.556 -7.973 -1.280 -0.49
C 4.98776 -2.84612 1.20013 2.206 -0.734 2.737 -0.26
C 6.42224 -3.46444 0.75919 0.750 -7.655 -1.372 0.20
O 6.67005 -4.76189 0.42250 -1.972 8.695 2.463 -0.53
Cl 8.01804 -2.44238 0.80214 -1.875 -0.583 0.209 -0.22
O 2.56500 -1.73892 -1.39001 -3.129 1.271 2.132 -0.53
C 1.25584 -1.35565 -0.75652 1.080 0.912 -1.578 -0.48
I 0.93166 0.65036 -1.71877 2.188 3.188 3.522 0.17
C -0.14050 -1.94257 -1.36757 -0.819 -0.358 0.157 -0.20
Br -0.21930 -1.24456 -3.28673 -1.955 -3.656 -1.000 -0.12
C -0.42483 -3.50815 -1.44156 0.479 -1.477 -1.330 0.01
C -0.03819 -4.24482 -2.89034 0.225 -0.898 1.183 -0.85
Br -2.44286 -3.75536 -1.26839 1.086 0.092 0.030 -0.16
C 1.43338 -1.43644 0.86263 0.890 -1.052 1.105 -0.32
P 0.21638 -2.64032 1.81124 -3.015 -1.347 -1.359 0.32
O -1.44556 -2.06474 1.65342 3.396 0.287 -0.176 -0.34
Cl 0.58282 -2.65821 3.89698 0.108 0.804 -0.649 -0.28
P 1.54835 0.02531 2.04082 1.206 6.267 1.865 0.77
N 1.96717 1.46416 1.42903 0.168 -1.953 1.140 -0.63
O 2.75858 -0.20994 3.32503 -2.315 -1.910 -2.202 -0.61
O -0.02027 0.34871 2.81735 3.001 -0.646 -0.730 -0.36
O 2.69649 -2.16383 1.08144 -2.368 1.029 -0.534 0.26
H 3.43713 -7.39591 -0.88201 1.757 1.637 0.887 0.30
H 4.84540 -6.31344 -1.53086 -0.913 -0.618 2.338 0.23
H 4.94381 -7.08170 0.28717 -1.347 1.174 -1.690 0.26
H 2.23594 -4.66460 1.42471 0.238 -0.416 0.052 0.34
H 3.98200 -4.23916 -1.90479 -1.714 0.478 2.602 0.35
H 2.25325 -3.88424 -1.34344 2.127 -0.395 1.262 -0.67
H 5.81757 -0.78260 0.19861 -2.724 0.218 -0.551 0.22
H 4.26568 -0.21107 1.09955 0.651 -0.568 -2.392 0.12
H 3.66295 1.37140 -0.56070 1.643 -1.803 -0.822 0.23
H 5.50658 1.29140 -0.84646 -1.876 -1.550 0.111 0.39
H 5.95652 1.68669 -3.58695 -2.123 -0.705 1.217 0.30
H 4.41904 -3.59650 1.93630 1.551 1.095 -2.033 0.41
H 5.24844 -1.94055 1.93740 -0.604 -1.851 -1.883 0.37
H -1.07446 -1.40776 -0.85062 2.436 -1.045 -1.062 0.47
H 0.03395 -4.20071 -0.61241 -0.859 1.862 -1.305 0.40
H -0.85528 -4.08321 -3.71276 1.839 -0.049 1.700 0.36
H 1.04292 -3.91268 -3.19278 -2.186 -0.480 0.338 0.26
H 0.00495 -5.39821 -2.64119 -0.150 2.276 -0.573 0.28
H -1.47534 -1.14260 1.26778 -0.034 -0.549 0.820 0.37
H 2.83518 1.82063 1.88326 -0.869 -0.510 -0.448 0.26
H 2.94480 -1.17924 3.46283 -0.317 1.143 -0.153 0.40
H -0.04962 1.33111 3.06464 0.651 -2.006 -0.842 0.30
C -3.96603 4.55075 1.68880 -0.116 0.309 0.172 -1.44
C -3.73496 3.07005 1.91068 -0.664 1.420 0.156 0.58
C -2.87698 2.76104 3.10008 -0.346 0.319 0.854 -0.46
O -2.32764 1.50078 2.75523 0.030 -0.328 -1.153 -0.29
C -2.29023 1.45960 1.38968 0.798 -1.121 -1.060 0.47
O -1.71265 0.60493 0.73892 -1.483 1.516 0.893 -0.57
O -2.98283 2.50708 0.84757 0.898 -1.420 0.201 -0.30
H -4.40414 4.72648 0.70042 0.025 -0.064 0.212 0.39
H -4.63599 4.96160 2.45022 -0.067 -0.243 0.001 0.42
H -3.02413 5.10920 1.71722 -0.603 -0.388 0.291 0.25
H -4.69562 2.54259 1.95549 0.105 -0.078 0.095 0.29
H -3.45325 2.69191 4.02702 0.192 -0.141 -0.134 0.33
H -2.05275 3.46871 3.24220 -0.189 0.104 -0.127 0.26
C -1.46466 4.96936 -4.40445 -0.295 -0.293 -0.035 -1.39
C -1.27287 5.71406 -3.09918 0.021 -0.232 -1.407 0.57
C 0.10418 5.58317 -2.52222 0.819 0.199 -0.476 -0.43
O -0.12778 5.79349 -1.13987 -1.130 -0.183 0.608 -0.29
C -1.41261 5.39322 -0.90151 -0.543 -0.394 1.797 0.51
O -1.90072 5.25875 0.20809 1.650 0.629 -2.940 -0.53
O -2.07911 5.15829 -2.07257 0.303 0.178 1.329 -0.34
H -2.52780 4.91544 -4.66240 0.175 0.154 0.001 0.37
H -0.92789 5.46308 -5.22024 -0.064 -0.006 0.154 0.38
H -1.10822 3.93632 -4.32938 0.028 0.183 0.085 0.29
H -1.56389 6.76468 -3.21993 0.102 -0.012 0.061 0.24
H 0.79771 6.33109 -2.91687 -0.074 -0.089 0.252 0.29
H 0.54065 4.58647 -2.65042 -0.141 0.060 -0.107 0.21
C -1.30149 9.78693 3.37794 0.309 0.011 0.268 -1.55
C -2.16404 8.54484 3.28676 0.761 1.089 -0.532 0.74
C -3.62906 8.80897 3.46074 -0.500 0.452 -0.576 -0.48
O -4.10501 7.56159 3.93663 0.497 -0.636 0.530 -0.30
C -3.05593 6.97332 4.58564 -0.008 -2.065 1.469 0.67
O -3.14408 5.97359 5.27869 0.117 2.204 -1.578 -0.57
O -1.89292 7.65668 4.35938 -0.946 -0.759 0.382 -0.35
H -0.24430 9.51395 3.46487 -0.187 0.006 -0.175 0.37
H -1.43130 10.42028 2.49510 -0.002 -0.148 0.081 0.39
H -1.54634 10.37707 4.26769 -0.079 -0.116 -0.110 0.35
H -1.95638 8.01123 2.35123 -0.136 0.017 0.047 0.14
H -4.12145 9.07902 2.52228 -0.033 -0.194 0.181 0.31
H -3.85070 9.57244 4.21461 0.201 0.019 -0.063 0.31
C -5.25655 -8.19379 -0.81044 0.184 0.059 0.364 -1.48
C -4.55401 -7.81505 -2.09811 -0.955 -0.063 0.954 0.57
C -4.51480 -8.91566 -3.11468 -0.654 -0.309 -0.446 -0.52
O -3.36997 -8.57819 -3.87915 0.646 0.403 0.257 -0.32
C -2.53992 -7.88706 -3.04177 2.672 0.803 -0.304 0.63
O -1.38423 -7.59474 -3.29956 -2.713 -0.762 0.524 -0.52
O -3.17496 -7.56966 -1.87268 0.665 -0.263 -0.964 -0.33
H -5.06544 -7.44445 -0.03476 -0.120 -0.031 -0.213 0.36
H -6.33696 -8.27674 -0.96284 0.140 0.053 -0.040 0.39
H -4.88650 -9.14842 -0.42108 -0.011 0.093 -0.160 0.35
H -4.99304 -6.89808 -2.50980 0.023 -0.111 -0.078 0.26
H -5.40859 -8.93760 -3.74457 0.251 0.014 -0.050 0.30
H -4.35802 -9.90903 -2.67996 -0.076 0.136 0.159 0.31

Record 2
23
Properties=species:S:1:pos:R:3:forces:R:3:nbo_charge:R:1 method="wB97M-V/def2-TZVPD" e_above_lowest_ev=0.7441 orbital_gap_ha=0.363 homo_energy_ha=-0.3459
C 2.12371 1.82610 0.81768 -0.301 0.186 -0.646 -0.61
C 1.81174 0.43007 0.30858 -0.101 -1.176 0.592 -0.41
C 0.34091 -0.00582 0.50728 1.252 0.843 0.311 -0.23
N -0.47568 0.33034 -0.63646 -1.110 -0.306 -0.477 -0.68
C -1.88799 -0.01508 -0.48914 -0.206 0.342 -0.588 0.10
O -2.45533 -0.34854 -1.75202 0.277 0.180 0.110 -0.73
H 3.13227 2.09737 0.50336 -0.017 0.201 0.275 0.22
H 2.01353 1.88924 1.90040 0.181 -0.055 -0.001 0.20
H 1.42593 2.56119 0.39398 0.187 -0.042 -0.011 0.20
H 2.39809 -0.29273 0.89734 0.044 0.244 -0.026 0.20
H 2.14989 0.23727 -0.71580 -0.229 0.369 -0.015 0.21
H 0.31417 -1.07189 0.69727 -0.216 -0.374 -0.386 0.19
H 0.02700 0.42733 1.46092 -0.362 0.208 -0.051 0.19
H -0.46603 1.30566 -0.93457 0.586 -0.218 0.422 0.37
H -2.03416 -0.84408 0.19727 0.315 -0.152 0.201 0.16
H -2.46314 0.84476 -0.12393 -0.032 -0.139 0.116 0.15
H -1.70724 -0.54611 -2.33047 -0.093 -0.152 0.017 0.48
O -0.81010 -0.57239 3.58732 0.652 -0.231 0.415 -0.94
H -0.01285 -1.04550 3.89482 -0.578 0.252 -0.261 0.47
H -0.89997 0.14735 4.22305 -0.093 -0.040 -0.076 0.47
O 1.09706 -1.43107 -2.78479 0.116 -0.269 0.316 -0.96
H 1.36028 -2.18008 -2.22924 -0.079 0.206 -0.291 0.46
H 0.72492 -0.80128 -2.14994 -0.192 0.123 0.055 0.48

Record 3
70
Properties=species:S:1:pos:R:3:forces:R:3:nbo_charge:R:1 method="wB97M-V/def2-TZVPD" total_charge=+2 e_above_lowest_ev=0.0000 orbital_gap_ha="0.397 / 0.311" homo_energy_ha="-0.5507 / -0.5573" spin_multiplicity=2 s_squared=0.752
Ag -1.33422 -0.52883 0.29036 0.103 -0.149 0.283 1.45
O -0.81642 -2.25203 -5.91637 0.111 -0.213 0.055 -0.97
H -0.75234 -2.73169 -6.75271 0.012 0.074 0.228 0.50
H -1.15076 -1.38338 -6.13164 -0.175 0.300 -0.305 0.48
O 4.28306 3.05059 5.10607 0.658 1.189 -0.098 -0.96
H 3.92873 3.72174 5.72905 0.210 -0.639 -0.511 0.49
H 5.12891 3.46013 4.80082 -0.814 -0.490 0.486 0.49
O 3.99612 2.54394 2.25582 -0.214 0.080 0.117 -0.99
H 3.85394 2.82150 3.19384 0.434 -0.613 -0.532 0.52
H 4.62803 1.81245 2.18625 -0.217 0.421 0.513 0.49
O 0.18519 -3.89314 0.72762 -0.004 -0.409 -0.748 -0.99
H 0.50981 -4.72620 0.31276 -0.397 0.558 0.584 0.51
H 0.04802 -4.02922 1.66451 -0.053 -0.254 0.249 0.50
O -3.70466 0.48819 1.26631 -0.350 -0.700 -0.093 -1.02
H -4.47886 -0.11033 1.17912 0.733 0.486 0.239 0.49
H -3.89920 1.20456 0.63110 -0.249 0.092 -0.167 0.51
O 1.60088 2.38173 1.05193 -0.157 0.220 -0.910 -1.01
H 2.52474 2.37674 1.38554 0.056 0.093 0.220 0.53
H 1.61056 2.86747 0.21323 0.313 0.000 0.346 0.48
O 1.15401 -1.10507 0.56319 -0.152 -0.198 0.229 -1.02
H 1.85657 -0.49544 0.33911 0.207 0.199 -0.126 0.48
H 1.30193 -1.91077 0.02717 -0.061 0.074 -0.037 0.52
O -1.95864 2.93815 -1.41488 -0.589 0.308 -2.535 -1.01
H -1.56435 3.34892 -0.66722 0.564 0.650 0.930 0.48
H -1.86418 3.57493 -2.19834 0.062 -0.764 1.220 0.53
O 1.42263 -2.93272 -1.53589 0.676 0.301 -0.144 -1.03
H 2.41804 -2.83564 -1.55872 -0.514 -0.270 0.067 0.52
H 1.25367 -3.87938 -1.44097 0.216 -0.077 -0.152 0.50
O -3.21353 -1.21907 3.79288 -0.110 0.714 2.266 -0.95
H -3.25813 -0.35772 4.30210 -0.101 -0.606 -1.288 0.52
H -3.03124 -1.84195 4.53010 -0.244 0.040 -0.864 0.49
O 5.88237 -3.68594 0.24184 -0.527 -1.174 -0.005 -0.94
H 5.77389 -4.46589 0.80367 0.075 0.111 -0.173 0.50
H 6.49855 -3.13504 0.69452 0.759 0.759 0.461 0.50
O -2.88689 1.54736 3.76874 0.976 -1.526 -1.232 -0.99
H -3.33995 1.65893 2.91474 -0.134 -0.105 0.396 0.51
H -3.19317 2.15050 4.40443 -0.794 1.486 0.991 0.49
O -2.18858 7.08684 -4.66206 0.334 -1.065 1.338 -0.95
H -1.48155 7.70847 -4.59957 0.830 0.672 0.201 0.48
H -2.69251 7.38306 -5.37826 -1.374 0.676 -1.753 0.48
O -1.22709 -1.50739 2.26850 1.510 0.717 -0.496 -1.01
H -2.04011 -1.17027 2.76330 0.685 -0.412 0.291 0.52
H -0.34750 -1.12184 2.64515 -2.151 -0.517 -0.489 0.53
O -0.74850 1.30548 1.21420 -1.114 0.054 0.252 -0.98
H -0.79199 1.27976 2.19573 0.406 0.178 -0.652 0.53
H 0.08689 1.70834 0.90146 0.422 -0.231 0.881 0.53
O -1.87750 -2.38217 -0.62522 0.837 -1.207 1.557 -0.96
H -1.61023 -2.42281 -1.55047 0.320 0.147 -0.741 0.53
H -1.25972 -3.02924 -0.12904 -0.845 0.799 -0.782 0.54
O 0.24943 0.10038 3.84058 -0.148 -0.196 0.420 -0.96
H -0.24659 -0.15112 4.64197 0.352 0.276 -0.382 0.49
H 1.18228 0.07386 4.08386 -0.021 0.070 0.049 0.50
O 1.21892 -5.76145 -1.33924 0.813 -1.203 0.175 -0.98
H 0.72349 -6.30270 -1.97293 -0.110 0.288 0.118 0.50
H 1.98292 -6.35149 -1.12132 -0.776 0.849 -0.159 0.50
O -0.38286 -1.95473 -3.13313 -0.246 0.303 -1.424 -1.06
H 0.47054 -2.33737 -2.81287 -0.357 0.079 -0.215 0.52
H -0.47659 -2.04423 -4.13994 0.372 -0.222 1.790 0.53
O -1.13208 0.25850 -1.69030 0.852 0.252 -1.895 -1.04
H -1.41125 1.17170 -1.98278 0.390 -0.899 0.617 0.54
H -0.56775 -0.24423 -2.39613 -1.421 0.626 1.324 0.55
O -4.70719 2.37149 -0.36278 -0.799 -1.496 1.559 -0.98
H -4.17774 2.97031 -0.84072 0.645 1.121 -1.345 0.51
H -5.60916 2.26422 -0.67621 0.238 0.461 -0.354 0.50
O -1.29198 4.72855 -3.80588 -1.939 -1.836 0.495 -0.99
H -0.46196 5.13388 -3.81620 1.892 1.010 -0.108 0.47
H -1.88105 5.30014 -4.31568 0.150 0.342 0.099 0.51
O 4.02567 -2.68713 -1.28042 1.179 -0.802 0.951 -1.00
H 4.60191 -2.62016 -2.04127 -0.025 0.226 -0.566 0.48
H 4.65633 -3.18505 -0.64239 -1.213 0.974 -0.714 0.51

Record 4
10
Properties=species:S:1:pos:R:3:forces:R:3:nbo_charge:R:1 method="wB97M-V/def2-TZVPD" e_above_lowest_ev=2.3037 orbital_gap_ha=0.365 homo_energy_ha=-0.3549
F -1.92081 -1.83752 -2.42415 1.115 0.064 0.116 -0.29
C -0.89928 -1.59869 -1.59785 -1.615 0.967 3.473 0.57
F 0.32154 -1.91639 -1.97245 -0.372 0.017 -0.756 -0.28
C -1.09202 -1.14864 -0.31370 1.001 -1.241 -2.040 0.59
F -2.18105 -0.93873 0.37862 -0.668 0.097 -0.777 -0.28
F -0.05402 -1.01129 0.48274 0.497 0.062 0.021 -0.30
C 0.96376 2.51432 1.93242 -0.584 0.895 1.486 -0.25
C 1.52759 1.86273 1.14145 1.950 -2.168 -3.603 -0.26
I 2.51948 1.02351 -0.41754 -0.425 0.255 0.642 0.28
H 0.81481 3.05070 2.79046 -0.900 1.051 1.438 0.23

Record 5
14
Properties=species:S:1:pos:R:3:forces:R:3:nbo_charge:R:1 method="wB97M-V/def2-TZVPD" e_above_lowest_ev=1.3617 orbital_gap_ha=0.368 homo_energy_ha=-0.3399
O 0.52422 -2.20462 -0.23718 -0.258 0.465 0.125 -0.53
C 0.04471 -1.12958 0.03798 0.069 -0.300 -0.023 0.57
C -1.35825 -0.60719 -0.21468 -0.072 -0.128 -0.013 -0.34
N -1.15413 0.79691 -0.57087 0.079 -0.022 -0.153 -0.60
C 0.04756 1.26811 0.15319 0.121 0.144 0.110 -0.25
C 0.87076 0.04171 0.57427 -0.244 0.065 0.077 -0.03
O 2.16005 0.02108 0.02097 0.087 -0.160 -0.034 -0.70
H -1.86922 -1.16189 -1.00301 0.070 0.023 0.100 0.23
H -1.95875 -0.68605 0.70291 0.107 -0.015 -0.075 0.21
H -0.98537 0.85864 -1.56736 -0.022 -0.008 0.041 0.36
H -0.26167 1.85475 1.02408 0.040 -0.091 -0.084 0.19
H 0.65649 1.90864 -0.48917 -0.094 -0.053 0.098 0.22
H 0.91391 -0.04221 1.67262 0.003 -0.026 -0.118 0.18
H 2.36970 -0.91831 -0.10375 0.113 0.107 -0.051 0.48

Record 6
9
Properties=species:S:1:pos:R:3:forces:R:3:nbo_charge:R:1 method="wB97M-V/def2-TZVPD" e_above_lowest_ev=3.0905 orbital_gap_ha=0.348 homo_energy_ha=-0.3363
N -0.88160 2.17213 0.87833 2.723 -2.464 -1.128 -0.32
C -0.25403 1.19239 0.62978 -3.899 2.823 2.682 0.24
C -0.09571 -0.23552 0.61705 -0.194 1.221 1.867 -0.42
C 0.38750 -0.56605 -0.54707 1.819 0.161 -3.734 0.06
N 0.48017 -1.77419 -1.12329 4.798 -6.331 -0.324 -0.78
H -0.46776 -0.86623 1.50482 0.751 1.016 -1.831 0.27
H 0.79211 0.03899 -1.46475 -1.402 0.903 2.800 0.21
H 1.06757 -1.66899 -2.01201 -1.352 -0.660 1.708 0.37
H 1.19153 -2.63427 -0.51190 -3.244 3.331 -2.040 0.37

Energy in a.u., matching the order above: -10434.5978 -441.8545 -1904.6356 -850.0220 -361.8308 -226.1116
Max |F| in eV/A, matching the order above: 9.25 1.54 2.72 4.64 0.55 7.95